Record 1
{
  "formula": "C37H42FN2O18PS4",
  "method": "ωB97M-V/def2-TZVPD",
  "e_tot_ha": -4932.8002,
  "mol_weight_g_mol": 981.0,
  "lumo_energy_ev": -1.89,
  "e_homo_ev": -8.74,
  "spin_multiplicity": 1,
  "species": ["C", "O", "C", "C", "C", "C", "C", "C", "C", "C", "C", "S", "O", "O", "F", "O", "C", "O", "O", "C", "C", "C", "C", "S", "C", "S", "N", "C", "C", "N", "C", "P", "S", "H", "H", "H", "H", "H", "H", "H", "H", "H", "H", "H", "H", "H", "H", "H", "H", "H", "H", "H", "H", "H", "H", "H", "H", "H", "H", "H", "H", "H", "H", "C", "C", "C", "O", "C", "C", "C", "O", "O", "O", "H", "H", "H", "H", "C", "C", "C", "O", "C", "C", "C", "O", "O", "O", "H", "H", "H", "H", "C", "C", "C", "O", "C", "C", "C", "O", "O", "O", "H", "H", "H", "H"],
  "coordinates": [[3.078, -6.504, -2.922], [4.076, -5.800, -3.640], [4.090, -4.415, -3.388], [4.725, -3.695, -4.580], [3.955, -3.992, -5.889], [3.141, -2.788, -6.412], [2.206, -2.145, -5.364], [2.196, -0.586, -5.437], [2.562, 0.124, -4.098], [1.623, 1.308, -3.768], [0.512, 1.042, -2.722], [-1.102, 1.199, -3.606], [-1.192, 0.170, -4.585], [-1.187, 2.506, -4.131], [-2.244, 1.019, -2.578], [0.544, 2.205, -1.869], [-0.159, 1.844, -0.731], [-0.534, 2.626, 0.075], [-0.311, 0.500, -0.708], [0.663, -0.033, -1.638], [1.992, -0.036, -0.804], [1.837, -0.191, 0.714], [1.171, -1.487, 1.213], [-0.370, -1.087, 2.115], [-1.103, -2.688, 2.506], [-0.499, -3.643, 3.651], [-2.231, -3.025, 1.748], [-3.193, -2.136, 1.323], [-4.047, -2.911, 0.616], [-3.650, -4.220, 0.621], [-2.554, -4.271, 1.306], [0.287, -1.757, -2.297], [-1.225, -2.614, -1.457], [3.563, -7.286, -2.329], [2.378, -7.009, -3.593], [2.512, -5.865, -2.238], [4.701, -4.177, -2.501], [3.085, -4.031, -3.174], [4.674, -2.616, -4.398], [5.777, -3.969, -4.655], [3.343, -4.891, -5.830], [4.709, -4.195, -6.657], [2.495, -3.194, -7.198], [3.781, -2.058, -6.910], [2.439, -2.440, -4.342], [1.184, -2.474, -5.565], [1.219, -0.262, -5.802], [2.910, -0.259, -6.195], [2.703, -0.587, -3.283], [3.544, 0.569, -4.277], [2.152, 2.213, -3.484], [1.118, 1.558, -4.703], [2.518, 0.907, -0.985], [2.625, -0.838, -1.189], [1.360, 0.672, 1.183], [2.855, -0.194, 1.112], [1.829, -1.950, 1.951], [1.032, -2.233, 0.428], [-3.218, -1.082, 1.528], [-4.917, -2.516, 0.116], [-1.989, -5.169, 1.487], [1.515, -2.449, -2.166], [0.074, -1.602, -3.678], [5.776, 1.037, 3.914], [6.500, 1.829, 4.716], [6.148, 3.275, 4.925], [6.835, 3.933, 5.680], [5.002, 3.813, 4.207], [4.282, 3.021, 3.403], [4.620, 1.570, 3.217], [3.913, 0.898, 2.483], [3.227, 3.467, 2.725], [7.567, 1.393, 5.375], [6.019, -0.005, 3.758], [4.767, 4.858, 4.351], [2.882, 2.704, 2.227], [7.902, 2.159, 5.880], [-5.421, 0.816, -0.063], [-4.426, 1.660, 0.239], [-4.697, 3.041, 0.760], [-3.754, 3.759, 1.039], [-6.083, 3.458, 0.905], [-7.076, 2.618, 0.600], [-6.807, 1.229, 0.106], [-7.754, 0.505, -0.137], [-8.361, 2.954, 0.717], [-3.146, 1.325, 0.097], [-5.238, -0.182, -0.437], [-6.265, 4.461, 1.266], [-8.868, 2.169, 0.437], [-2.611, 2.095, 0.378], [-6.373, 3.172, 5.494], [-6.095, 3.724, 6.682], [-4.694, 4.103, 7.068], [-4.515, 4.617, 8.156], [-3.624, 3.831, 6.123], [-3.899, 3.276, 4.935], [-5.306, 2.921, 4.539], [-5.503, 2.432, 3.441], [-2.951, 3.012, 4.042], [-7.033, 3.973, 7.591], [-7.378, 2.897, 5.205], [-2.618, 4.093, 6.419], [-3.401, 2.627, 3.268], [-6.568, 4.372, 8.351]],
  "atomic_forces_ev_per_a": [[0.2348, -0.5591, 0.2753], [-0.4490, 0.1506, 0.0787], [0.8508, 0.5492, 0.1178], [-1.0110, -0.2704, -0.1076], [0.8715, 0.7635, -0.4499], [-0.6470, -1.0481, 0.2129], [-0.0454, 0.8963, -0.6116], [-0.1138, -0.5054, 0.4152], [0.0870, 0.5388, -0.9299], [-0.5367, -1.0125, -0.5428], [1.5976, 1.6549, 0.7589], [0.0628, -0.2322, -2.2716], [-0.0243, -1.0237, 0.5893], [0.0467, 0.9789, 0.7863], [0.3456, -0.1132, 0.2773], [-1.1624, -0.3193, 0.6101], [0.4611, 0.2340, -0.5322], [-0.1836, -0.2153, 0.1932], [-0.3178, -0.0587, -0.0599], [0.0255, -0.2966, 0.1821], [0.0206, 0.1435, -0.7573], [0.1260, -0.4397, 0.0536], [0.3295, -0.4746, 0.5354], [-0.4083, 0.3502, -0.2714], [0.3999, 0.0252, -0.2249], [0.1577, -0.2622, -0.0218], [1.4502, 0.9760, 1.2701], [-0.2189, -0.4535, -0.5906], [-0.4323, 0.7698, 0.1139], [-0.4373, -0.6289, -0.6747], [-0.7678, -0.1437, -0.2255], [-1.3741, -0.5415, 0.5739], [0.1123, -0.0261, 0.0011], [-0.0546, 0.0887, 0.0406], [0.0512, 0.2176, -0.1422], [0.0441, 0.0588, -0.0813], [-0.1353, -0.2295, 0.0648], [-0.0785, -0.1455, -0.2346], [0.1922, -0.0514, 0.1351], [-0.0337, -0.0884, 0.0026], [-0.0269, 0.0643, 0.2858], [-0.1700, -0.1987, -0.0405], [0.1383, 0.2031, -0.1524], [0.1312, 0.0844, 0.3221], [0.1915, -0.1334, -0.1024], [0.0799, -0.1977, 0.1495], [0.0022, 0.0756, 0.1931], [-0.0135, -0.0222, 0.0092], [-0.1717, 0.0434, 0.0044], [0.0546, -0.0727, 0.3460], [-0.0094, -0.1173, 0.3820], [0.1419, 0.1837, 0.0253], [0.0280, -0.1029, -0.0733], [0.1370, 0.1003, 0.1371], [-0.0488, 0.0577, -0.2010], [-0.2967, 0.0331, -0.2584], [-0.0256, -0.0187, -0.0502], [-0.3880, 0.1519, -0.0400], [0.3371, 0.0339, 0.0665], [-0.1786, -0.4755, -0.0764], [0.2526, 0.1863, 0.1743], [0.0208, 0.4265, -0.1341], [0.5307, 0.2297, 0.1064], [-0.1631, -0.0556, -0.1469], [0.1007, -0.4655, -0.0750], [-0.3467, 0.4050, -0.1389], [0.2080, -0.2176, 0.0662], [0.1495, 0.0319, 0.1226], [-0.1172, 0.4381, 0.0580], [0.3578, -0.3849, 0.1608], [0.0718, 0.4580, 0.1488], [0.1308, -0.3533, -0.0367], [-0.0950, 0.3483, 0.0421], [0.0153, 0.0011, 0.0322], [-0.0290, -0.0071, -0.0098], [-0.0847, 0.0188, 0.0000], [0.0361, -0.0121, 0.0388], [-0.1941, -0.0529, 0.0017], [0.0594, -0.4072, -0.1664], [-0.5496, 0.4128, 0.0946], [0.2462, -0.2798, -0.0156], [0.1753, 0.1334, -0.2440], [-0.0410, 0.4479, 0.0827], [0.3346, -0.3191, -0.0908], [-0.1956, 0.1747, 0.0499], [0.0674, -0.3292, -0.0854], [-0.0993, 0.2872, 0.2518], [0.0377, 0.0145, -0.0213], [-0.0210, -0.0142, 0.0269], [-0.0390, -0.0054, 0.0111], [0.1198, 0.0178, 0.0137], [0.0376, -0.0625, -0.1845], [-0.4438, -0.1268, -0.1374], [0.5313, 0.0013, -0.1532], [-0.2894, -0.0137, 0.1008], [-0.0795, 0.0687, 0.1810], [0.4234, 0.1235, 0.0928], [-0.4484, -0.0086, 0.1758], [0.3717, -0.1413, 0.1427], [-0.3880, -0.1485, -0.0091], [0.3271, 0.0893, 0.0816], [-0.0057, 0.0155, 0.0154], [0.0097, -0.0032, -0.0343], [0.0866, 0.1095, -0.1078], [-0.0198, 0.0203, 0.0336]]
}

=====

Record 2
{
  "formula": "C37H43Cl3N5O3PdSSi",
  "method": "ωB97M-V/def2-TZVPD",
  "charge": -1,
  "e_tot_ha": -4131.3451,
  "mol_weight_g_mol": 878.7,
  "lumo_energy_ev": 2.09,
  "e_homo_ev": -2.13,
  "spin_multiplicity": 1,
  "species": ["Pd", "C", "Si", "C", "N", "C", "C", "C", "C", "C", "C", "C", "C", "C", "C", "C", "C", "C", "C", "C", "C", "C", "H", "H", "H", "H", "H", "H", "H", "H", "H", "H", "H", "H", "H", "H", "H", "H", "H", "H", "H", "H", "H", "H", "H", "H", "C", "O", "C", "O", "N", "N", "H", "H", "H", "H", "H", "H", "Cl", "C", "C", "C", "C", "C", "C", "N", "C", "C", "N", "C", "O", "C", "C", "C", "Cl", "S", "C", "C", "C", "Cl", "C", "H", "H", "H", "H", "H", "H", "H", "H", "H", "H", "H", "H", "H"],
  "coordinates": [[1.250, -1.427, -0.461], [-0.431, -0.002, -1.046], [-1.845, -0.980, -0.548], [-2.154, -2.534, -1.637], [-1.170, -3.618, -1.671], [-1.039, -4.312, -0.379], [-1.239, -5.822, -0.483], [-2.552, -6.124, -1.207], [-2.558, -5.495, -2.618], [-1.374, -4.534, -2.785], [-3.549, -0.101, -0.755], [-4.023, 0.797, 0.211], [-5.161, 1.569, 0.007], [-5.870, 1.465, -1.184], [-5.425, 0.585, -2.162], [-4.284, -0.181, -1.946], [-1.832, -1.441, 1.296], [-2.984, -1.843, 1.982], [-2.926, -2.295, 3.298], [-1.704, -2.355, 3.957], [-0.551, -1.941, 3.299], [-0.622, -1.478, 1.989], [-0.236, 0.914, -0.479], [-0.351, 0.164, -2.123], [-2.209, -2.128, -2.657], [-3.169, -2.924, -1.405], [-1.799, -3.931, 0.313], [-0.072, -4.068, 0.065], [-1.266, -6.229, 0.531], [-0.401, -6.299, -0.999], [-3.366, -5.707, -0.608], [-2.724, -7.202, -1.266], [-3.499, -4.969, -2.795], [-2.483, -6.269, -3.389], [-1.502, -3.940, -3.691], [-0.458, -5.117, -2.926], [-3.479, 0.900, 1.146], [-5.498, 2.253, 0.779], [-6.759, 2.063, -1.347], [-5.967, 0.498, -3.098], [-3.955, -0.855, -2.730], [-3.944, -1.822, 1.475], [-3.832, -2.608, 3.806], [-1.653, -2.717, 4.979], [0.410, -1.986, 3.801], [0.280, -1.144, 1.457], [6.219, -1.085, -0.556], [5.424, -1.693, -1.566], [4.234, -2.221, -1.164], [3.808, -2.158, -0.028], [3.675, -2.885, -2.196], [2.387, -3.439, -2.135], [7.230, -1.478, -0.649], [5.820, -1.304, 0.432], [6.234, -0.006, -0.711], [4.034, -2.718, -3.117], [1.676, -2.683, -2.197], [2.277, -3.831, -1.208], [-0.376, 1.608, 4.629], [0.664, 2.339, 3.448], [0.452, 2.126, 2.095], [1.240, 2.808, 1.182], [2.231, 3.699, 1.592], [2.975, 4.537, 0.579], [4.052, 3.765, -0.175], [3.519, 2.645, -0.909], [2.844, 2.742, -2.107], [2.453, 1.474, -2.409], [2.900, 0.590, -1.457], [3.544, 1.315, -0.582], [2.122, 5.057, -0.422], [1.150, 5.992, 0.018], [-0.016, 5.358, 0.721], [-0.971, 4.634, 0.079], [-1.055, 4.327, -1.603], [-2.099, 3.920, 1.150], [-1.317, 4.620, 2.503], [-0.232, 5.346, 2.134], [2.459, 3.820, 2.959], [3.711, 4.876, 3.587], [1.685, 3.156, 3.894], [-0.319, 1.446, 1.755], [1.052, 2.677, 0.120], [3.469, 5.358, 1.103], [4.823, 3.426, 0.518], [4.500, 4.459, -0.885], [2.656, 3.695, -2.574], [1.857, 1.134, -3.241], [3.983, 0.949, 0.336], [0.806, 6.476, -0.894], [1.615, 6.744, 0.664], [-1.688, 4.424, 3.499], [0.418, 5.851, 2.840], [1.855, 3.297, 4.953]],
  "atomic_forces_ev_per_a": [[-0.5924, 0.8173, -0.2675], [0.4827, -0.5481, 0.2792], [0.0732, -0.2358, -0.0709], [0.0701, -0.1096, -0.0722], [-0.2092, 0.0336, -0.0100], [-0.0258, 0.0354, -0.1259], [-0.0958, 0.0300, 0.0154], [0.0772, 0.0256, -0.0430], [0.0213, -0.0402, 0.0265], [0.0327, 0.0657, 0.1077], [-0.1140, 0.1068, -0.0404], [0.0003, -0.0142, -0.1188], [0.0526, -0.0471, 0.0250], [0.0116, -0.0160, -0.0014], [0.0558, -0.0305, 0.0288], [-0.0472, 0.0603, 0.1221], [-0.1389, 0.0054, 0.0671], [0.0602, -0.0890, 0.0257], [0.0130, 0.0190, -0.0874], [0.0674, 0.0469, -0.0618], [-0.0662, 0.0111, -0.0068], [0.0131, 0.0625, 0.2315], [-0.0199, -0.0063, -0.1099], [0.0213, 0.0740, 0.0241], [-0.0245, -0.0157, 0.0457], [0.0158, 0.0991, -0.0016], [0.0121, 0.0031, -0.0039], [0.1068, 0.0440, 0.1077], [0.0416, -0.0573, -0.0047], [0.0155, 0.0066, 0.0042], [-0.0187, 0.0118, -0.0092], [-0.0126, 0.0033, 0.0253], [0.0125, 0.0090, 0.0124], [-0.0353, -0.0039, 0.0062], [0.0389, 0.0248, -0.0334], [0.0100, 0.0317, -0.0004], [-0.0314, -0.0199, -0.0130], [0.0111, -0.0064, -0.0193], [0.0237, -0.0101, 0.0032], [0.0044, -0.0033, 0.0149], [-0.0391, 0.0391, 0.0039], [0.0179, 0.0252, 0.0152], [0.0123, 0.0042, -0.0194], [0.0056, -0.0015, -0.0261], [-0.0360, 0.0423, 0.0139], [-0.0309, -0.1366, 0.1354], [-0.0349, 0.0443, 0.0039], [0.0583, -0.0243, 0.0567], [0.0085, 0.1929, 0.0712], [-0.1413, -0.1714, -0.2144], [-0.0674, -0.0182, 0.0851], [-0.0784, -0.0535, -0.2675], [0.0182, -0.0139, -0.0147], [-0.0164, -0.0084, -0.0139], [-0.0305, 0.0136, -0.0212], [0.0842, -0.0471, -0.0401], [0.0854, 0.0270, 0.2491], [-0.0143, -0.1293, 0.0599], [-0.0377, -0.0824, -0.0811], [0.1388, -0.0429, 0.0359], [0.1335, -0.1852, -0.1246], [0.0339, -0.2551, 0.0160], [0.2129, -0.0874, 0.2408], [-0.0924, -0.0694, 0.0207], [-0.0522, -0.0474, 0.0160], [0.3226, -0.0966, -0.2198], [-0.2245, 0.0112, 0.1692], [0.0105, -0.2347, -0.0749], [0.4684, 0.0989, -0.1163], [-0.2903, 0.2260, 0.0504], [0.0416, 0.0387, -0.0904], [-0.1027, -0.0718, 0.0929], [-0.0144, 0.2181, 0.1263], [-0.1350, -0.0478, 0.0391], [0.0019, -0.0097, -0.0383], [-0.2177, 0.0137, -0.0319], [-0.0998, 0.0739, -0.0300], [-0.0738, 0.3389, -0.0346], [-0.0517, -0.0640, -0.0643], [-0.0138, -0.0126, -0.0646], [0.0194, 0.0130, 0.0783], [0.0523, -0.0095, 0.0145], [0.0443, -0.0438, 0.0812], [0.0255, 0.1465, 0.0133], [-0.0484, -0.0674, 0.0162], [0.1327, 0.0105, -0.0116], [0.0316, -0.0847, 0.0473], [0.0402, 0.0215, 0.0118], [0.0288, 0.0340, -0.0668], [-0.0157, 0.0860, -0.0239], [0.0240, 0.0298, 0.0398], [0.0407, 0.0275, -0.0715], [-0.0561, -0.0316, -0.0797], [0.0080, -0.0022, -0.0334]]
}